C27H59N4O3 | the ωB97M-V functional and the def2-TZVPD basis

```
93
Properties=species:S:1:pos:R:3:forces:R:3
C 2.7232 -2.9863 3.3046 0.120 -0.248 0.076
O 3.0732 -1.6877 3.7212 -0.016 0.260 -0.465
C 1.9924 -0.9136 4.1876 0.010 -0.035 0.680
C 2.4125 0.5504 4.2687 0.203 -0.024 -0.740
C 1.4874 1.5508 3.5464 -0.007 0.097 0.540
C 0.6973 2.4472 4.5264 -0.049 -0.199 -0.501
C -0.8038 2.4880 4.2644 -0.001 0.260 0.112
C -1.2533 3.4411 3.1411 -0.082 -0.409 0.000
C -1.4102 2.8409 1.7221 -0.412 0.329 0.542
C -2.8925 2.7373 1.3292 0.272 0.262 0.564
C -3.6171 1.6531 2.1192 -0.272 -0.200 -0.593
N -4.9607 2.1925 2.5571 0.448 0.082 0.635
C -5.6560 1.2933 3.5298 -0.603 -0.050 -0.025
C -5.4159 -0.2094 3.3485 -0.077 -0.451 -0.240
N -4.4714 -0.6258 2.3144 0.223 0.824 0.655
C -3.8245 0.3173 1.4021 0.351 -0.742 -0.473
C -2.4133 -0.2898 1.1047 -0.552 0.338 -0.344
C -1.7811 0.0393 -0.2627 0.494 -0.415 0.563
C -0.2452 -0.0039 -0.2399 -0.432 -0.305 -0.269
C 0.3387 -0.5210 -1.5466 0.698 0.543 0.059
C 1.8642 -0.5190 -1.5212 0.196 -0.384 0.512
N 2.4237 -1.5506 -0.6200 -0.269 0.331 0.067
C -4.6135 0.4239 0.0768 -0.528 0.472 0.192
C -6.1460 0.4586 0.1965 0.230 -0.396 -0.496
C -6.8898 -0.8662 0.2167 -3.242 -0.448 1.268
O -8.0528 -0.9318 0.6483 3.540 0.051 -1.056
O -6.2494 -1.9545 -0.3353 0.187 1.122 0.018
H 3.2680 -3.2217 2.3960 0.126 0.014 -0.156
H 2.9928 -3.7286 4.0535 -0.008 -0.073 0.203
H 1.6576 -3.0865 3.1019 -0.187 0.085 -0.049
H 1.1175 -1.0419 3.5454 -0.081 -0.021 -0.235
H 1.7154 -1.2671 5.1855 -0.209 -0.121 0.078
H 3.3881 0.5915 3.7918 0.211 -0.026 0.066
H 2.5528 0.8377 5.3038 0.060 0.129 0.168
H 0.7962 1.0010 2.9089 -0.115 -0.111 -0.108
H 2.0764 2.1755 2.8826 0.103 0.078 -0.142
H 0.8811 2.0909 5.5344 -0.091 -0.027 0.211
H 1.0760 3.4653 4.4809 0.109 0.162 0.122
H -1.3027 2.8184 5.1744 -0.013 0.014 0.172
H -1.1475 1.4674 4.0866 -0.138 -0.160 -0.099
H -2.2113 3.8568 3.4568 -0.156 0.225 -0.081
H -0.5664 4.2800 3.1005 0.105 0.171 0.054
H -0.9285 3.4923 1.0034 0.260 -0.117 -0.226
H -0.9511 1.8642 1.7296 0.274 -0.161 -0.386
H -3.0517 2.6636 0.2623 0.051 -0.211 -0.201
H -3.3186 3.6995 1.6192 -0.157 0.191 -0.090
H -3.0885 1.4553 3.0464 0.043 -0.025 0.238
H -5.5273 2.4521 1.7532 -0.087 -0.218 -0.134
H -4.7732 3.0623 3.0520 -0.018 0.184 -0.088
H -5.3683 1.6104 4.5237 0.329 0.095 0.077
H -6.7186 1.4975 3.4589 -0.146 0.115 -0.106
H -6.3837 -0.6718 3.1684 -0.178 -0.004 -0.095
H -5.0910 -0.5993 4.3093 0.138 0.012 0.169
H -4.7675 -1.4553 1.8398 -0.011 -0.229 -0.091
H -1.7584 -0.0576 1.9398 0.184 0.071 0.120
H -2.5653 -1.3635 1.1489 0.072 -0.223 0.040
H -2.0970 -0.7399 -0.9489 -0.266 0.088 -0.314
H -2.0981 0.9974 -0.6492 -0.153 0.181 -0.196
H 0.0784 -0.6600 0.5651 0.144 0.007 0.252
H 0.1411 0.9954 -0.0631 0.210 0.124 0.223
H 0.0231 -1.5439 -1.7396 -0.318 -0.108 -0.159
H 0.0279 0.1270 -2.3648 -0.278 -0.094 -0.199
H 2.2312 0.4380 -1.1570 0.005 0.278 -0.158
H 2.2749 -0.6614 -2.5155 -0.060 -0.072 -0.231
H 2.6414 -1.1151 0.2664 0.237 -0.059 0.117
H 1.6960 -2.2173 -0.3935 0.049 -0.299 -0.131
H -4.3711 -0.4016 -0.5814 0.172 -0.245 0.037
H -4.3138 1.3117 -0.4713 0.110 0.109 -0.108
H -6.5280 0.9735 -0.6834 -0.159 0.084 -0.132
H -6.5326 1.0027 1.0486 -0.194 0.044 0.114
H -6.0056 -2.5875 0.3410 -0.376 -0.544 0.133
C 7.4539 -1.5068 -6.9408 0.002 -0.023 -0.027
C 6.4573 -2.0532 -5.9296 0.079 -0.036 -0.123
N 5.5885 -1.0302 -5.3794 -0.063 0.050 0.119
C 4.8529 -1.4641 -4.2068 0.009 -0.074 0.175
C 3.8299 -2.5959 -4.3684 -0.109 0.063 0.124
C 4.8405 -0.2544 -6.3515 0.003 0.131 -0.223
C 3.9245 -1.0070 -7.3263 -0.074 0.079 0.024
H 8.0179 -0.6750 -6.5179 -0.026 0.026 0.012
H 8.1598 -2.2886 -7.2219 -0.002 -0.012 -0.006
H 6.9672 -1.1649 -7.8549 0.003 0.008 -0.001
H 7.0180 -2.4907 -5.0997 -0.075 0.000 0.068
H 5.8965 -2.8797 -6.3944 0.027 -0.019 0.001
H 4.3544 -0.5917 -3.7738 -0.006 0.043 -0.073
H 5.5875 -1.7760 -3.4582 0.045 -0.027 -0.053
H 2.9313 -2.2633 -4.8885 0.028 -0.027 -0.079
H 3.5185 -2.9461 -3.3811 0.030 0.013 0.012
H 4.2434 -3.4509 -4.9031 0.016 0.011 -0.030
H 5.5549 0.3256 -6.9411 0.043 -0.052 0.009
H 4.2542 0.4931 -5.8109 -0.012 -0.060 0.096
H 4.4220 -1.8684 -7.7730 0.022 -0.003 0.007
H 3.6328 -0.3413 -8.1409 0.013 0.007 -0.001
H 3.0079 -1.3515 -6.8495 0.027 -0.080 0.010
```
Positions in Å, forces in eV/Å.

Output
ΔE to the lowest compared entry with this formula, charge and spin = 0.0 kcal/mol
Total charge = +1
Orbital gap = 6.1625 eV
F_max = 0.0718 Eh/bohr

Atomic partial charges in e from the Mulliken method, atoms 1 to 5: number 1, C, carries -0.757; number 2, O, carries -0.361; number 3, C, carries 0.082; number 4, C, carries -0.967; number 5, C, carries 0.582

=====

C27H60BN2O5P | the ωB97M-V functional and the def2-TZVPD basis

```
96
Properties=species:S:1:pos:R:3:forces:R:3
C -2.1729 -7.0139 0.9092 0.385 0.259 0.133
C -1.7407 -6.1274 2.0853 -0.024 -0.470 -0.461
C -0.2261 -6.1401 2.2448 0.116 -0.062 0.230
C 0.3657 -5.1503 3.2676 -0.158 -0.264 0.109
C -0.4093 -3.8602 3.5211 -0.029 0.224 -0.227
C -0.6253 -2.8927 2.3346 -0.082 -0.119 0.025
C 0.3589 -2.9817 1.1756 0.202 0.479 -0.032
C 1.8187 -2.6532 1.5416 -0.015 -0.575 -0.100
C 2.8417 -3.5636 0.8486 0.095 0.374 -0.182
C 4.2406 -2.9391 0.6810 0.004 -0.587 -0.063
C 4.5333 -2.4346 -0.7295 0.038 0.556 0.093
C 4.1035 -0.9732 -0.9155 0.072 -0.299 0.187
C 3.9071 -0.5528 -2.3603 0.123 -0.068 -0.064
C 2.8320 -1.3268 -3.1183 -0.117 -0.219 0.059
C 1.4955 -1.4639 -2.3635 -0.015 0.065 -0.273
C 0.2502 -1.2007 -3.2568 -0.209 -0.027 0.129
B -0.9078 -0.6660 -2.3628 0.280 -0.073 0.143
C -0.9693 0.8537 -1.9001 0.025 -0.476 0.132
O 0.2864 1.2647 -1.3485 -0.012 0.259 -0.130
C 0.3832 0.9642 0.0264 0.086 -0.106 0.036
C 1.7597 1.3795 0.5210 -0.249 0.000 0.285
O 1.5951 2.2997 1.5834 0.013 0.219 -0.096
C 2.8267 2.8157 2.0618 0.193 -0.268 0.093
C 3.4090 1.9620 3.1798 -0.184 0.036 -0.058
P -2.3568 -1.8029 -1.7579 -0.481 0.236 -0.124
O -3.6688 -1.2256 -2.1743 -0.090 0.050 -0.131
H -1.9569 -8.0616 1.1111 -0.103 -0.110 0.007
H -3.2265 -6.8887 0.6745 -0.112 -0.119 0.030
H -1.5938 -6.7363 0.0268 -0.073 0.001 -0.127
H -2.1939 -6.5255 2.9932 -0.161 0.265 0.166
H -2.1193 -5.1260 1.8971 -0.011 0.153 0.178
H 0.2545 -6.0293 1.2717 -0.067 0.169 -0.112
H 0.0434 -7.1451 2.5791 0.117 -0.078 -0.106
H 1.4011 -4.9353 3.0075 0.068 0.034 -0.095
H 0.4190 -5.6716 4.2262 0.011 0.050 0.093
H -1.3847 -4.1330 3.9245 -0.087 0.075 0.053
H 0.0878 -3.3040 4.3162 0.132 -0.105 0.099
H -1.6332 -3.0158 1.9344 -0.051 -0.061 -0.036
H -0.5977 -1.8726 2.7223 -0.014 0.103 0.030
H 0.0436 -2.2347 0.4397 -0.070 -0.128 -0.158
H 0.2959 -3.9400 0.6631 0.004 -0.188 0.104
H 2.0451 -1.6217 1.2721 -0.083 0.106 0.166
H 1.9486 -2.7639 2.6185 0.073 0.246 0.116
H 2.9427 -4.5010 1.3933 -0.176 -0.097 0.081
H 2.4673 -3.8275 -0.1442 -0.042 -0.045 -0.041
H 4.3749 -2.1268 1.3971 0.070 0.062 0.103
H 4.9821 -3.7004 0.9260 0.064 0.013 0.103
H 4.0316 -3.0584 -1.4690 0.019 -0.190 0.024
H 5.6056 -2.5025 -0.9152 0.059 -0.060 -0.172
H 4.8732 -0.3416 -0.4680 -0.027 0.121 0.110
H 3.1987 -0.8079 -0.3268 0.010 0.018 -0.192
H 4.8555 -0.7039 -2.8831 0.048 0.148 -0.080
H 3.6852 0.5148 -2.3995 -0.045 0.084 0.000
H 3.2079 -2.3237 -3.3552 0.001 -0.046 -0.054
H 2.6678 -0.8414 -4.0783 -0.038 0.080 -0.075
H 1.4946 -0.7776 -1.5188 0.005 0.000 -0.018
H 1.4114 -2.4745 -1.9641 -0.006 -0.009 0.222
H 0.4925 -0.4518 -4.0121 0.115 0.073 -0.041
H -0.0284 -2.1240 -3.7659 0.082 -0.020 -0.171
H -1.7771 1.0333 -1.1865 -0.076 0.252 0.007
H -1.1510 1.4712 -2.7818 -0.104 0.111 -0.025
H -0.3815 1.5028 0.5934 -0.034 0.056 0.052
H 0.2262 -0.1092 0.2017 -0.066 -0.037 -0.030
H 2.2964 1.8415 -0.3116 0.103 0.026 -0.062
H 2.3227 0.5084 0.8696 0.055 0.093 -0.017
H 3.5456 2.8906 1.2412 -0.018 0.043 -0.136
H 2.6356 3.8229 2.4265 -0.080 0.092 -0.013
H 2.8484 2.1245 4.0975 0.036 -0.042 0.107
H 4.4570 2.2039 3.3443 0.056 0.075 0.099
H 3.3457 0.9029 2.9361 0.032 -0.083 -0.087
H -2.1401 -3.1162 -2.2362 0.135 -0.077 0.183
H -2.2546 -1.9577 -0.3535 0.260 -0.182 0.011
C 0.2099 5.2971 0.7505 -0.175 -0.014 -0.081
N -1.1038 5.8921 0.8922 0.090 -0.086 -0.077
C -2.1334 5.5422 -0.0735 0.048 0.125 0.200
C -1.4080 6.7489 1.8815 -0.029 0.061 0.073
O -2.4991 7.2657 2.0382 0.015 -0.017 -0.014
H 0.6461 5.5716 -0.2128 0.061 -0.024 0.018
H 0.1437 4.2104 0.8113 0.103 -0.009 0.006
H 0.8655 5.6484 1.5453 -0.020 0.036 0.029
H -2.4861 6.4381 -0.5837 -0.041 -0.032 -0.046
H -2.9815 5.0846 0.4385 -0.033 -0.007 -0.048
H -1.7342 4.8482 -0.8056 0.020 -0.007 -0.024
H -0.5582 6.9467 2.5586 -0.003 -0.004 -0.013
C -6.7494 6.0920 -2.0939 0.078 0.035 -0.120
N -5.4890 5.8084 -2.7495 -0.109 0.072 -0.017
C -5.1877 6.4406 -4.0227 0.054 -0.061 0.054
C -4.5774 4.9759 -2.2172 0.059 -0.127 0.072
O -3.5044 4.7102 -2.7265 -0.021 0.013 -0.051
H -7.5869 5.7938 -2.7277 -0.028 0.002 0.032
H -6.8363 7.1579 -1.8750 -0.032 -0.004 0.028
H -6.8067 5.5403 -1.1583 0.012 -0.013 0.015
H -5.0252 5.6858 -4.7924 0.005 0.017 -0.020
H -4.2814 7.0413 -3.9435 0.000 0.010 -0.026
H -6.0198 7.0780 -4.3104 -0.022 0.005 0.012
H -4.8959 4.5453 -1.2526 -0.011 0.008 -0.015
```
Positions in Å, forces in eV/Å.

Output
Orbital gap = 8.5157 eV
F_max = 0.0128 Eh/bohr

Atomic partial charges in e from the Mulliken method, atoms 1 to 5: number 1, C, carries -1.446; number 2, C, carries -0.031; number 3, C, carries -0.808; number 4, C, carries -0.567; number 5, C, carries -1.209